Record 1
DFT (the ωB97M-V functional and the def2-TZVPD basis) results for 5 unconnected molecules or ions with the total composition C23H56BClN4O11S.

Structure (XYZ):
```
97
Properties=species:S:1:pos:R:3
O 5.09952 1.83366 -0.03246
C 4.38594 0.87939 -0.41299
O 3.77189 0.71880 -1.72321
C 3.86664 -0.75071 -1.86542
C 3.24870 -1.35858 -3.20818
C 3.71954 -2.85494 -3.56670
C 5.05772 -3.35056 -2.82647
C 5.56695 -4.81049 -3.28743
S 6.33821 -5.63838 -1.78006
O 7.44234 -6.59359 -2.14005
O 6.91195 -4.62640 -0.81007
Cl 4.73506 -6.59676 -0.80468
C 3.13082 -1.09140 -0.44779
B 1.59577 -0.51666 -0.27756
O 0.48239 -1.46869 -0.25340
O 1.25305 0.87234 -0.13212
O 4.04688 -0.29126 0.38633
H 4.96860 -0.91664 -1.60881
H 2.09929 -1.39847 -3.06158
H 3.49179 -0.66081 -4.09646
H 2.91053 -3.66112 -3.40174
H 3.93322 -2.87782 -4.70596
H 5.89478 -2.59526 -3.04748
H 4.84624 -3.35348 -1.68690
H 6.45411 -4.66728 -4.01535
H 4.75315 -5.49167 -3.70525
H 3.21834 -2.22960 -0.40931
H 0.21808 -1.46768 0.70581
H 1.69248 1.27456 0.66216
C -5.66243 -3.01612 -0.91305
O -4.40987 -2.66090 -1.47354
C -3.85236 -1.45577 -0.95696
C -3.15491 -1.60745 0.41026
C -4.12308 -1.73502 1.58359
N -2.23708 -2.75453 0.42301
H -6.27677 -2.14035 -0.68537
H -5.51477 -3.62402 -0.01818
H -6.19580 -3.63257 -1.64036
H -3.09603 -1.14757 -1.68698
H -4.60617 -0.65938 -0.93843
H -2.56514 -0.69800 0.57905
H -4.55925 -2.73204 1.66440
H -3.60259 -1.54297 2.52693
H -4.93847 -1.01069 1.50163
H -1.52550 -2.61131 -0.29228
H -2.75953 -3.56422 0.08501
C 2.03239 6.42258 0.11864
O 1.72314 5.05013 0.28716
C 0.34186 4.73300 0.13659
C -0.13197 4.62193 -1.32840
C -0.30144 5.97044 -2.02359
N 0.77436 3.78532 -2.12500
H 1.23984 7.07450 0.49761
H 2.23424 6.63582 -0.93298
H 2.94875 6.63357 0.67475
H 0.21407 3.75159 0.60607
H -0.27918 5.43180 0.70981
H -1.11756 4.14135 -1.31808
H 0.64876 6.40732 -2.33474
H -0.90572 5.85662 -2.92891
H -0.81094 6.68776 -1.37280
H 0.79878 2.85172 -1.71769
H 1.72116 4.13791 -1.97713
C -6.52377 6.35901 1.42789
O -5.75551 6.29732 0.23816
C -4.56385 7.07740 0.26391
C -3.38566 6.42246 1.01378
C -3.52207 6.46877 2.53325
N -3.18859 5.02830 0.59576
H -6.48392 7.34714 1.89499
H -6.19321 5.58997 2.12885
H -7.56279 6.13993 1.17123
H -4.26988 7.19594 -0.78482
H -4.77142 8.08566 0.64220
H -2.48027 6.98611 0.75611
H -4.21808 5.72135 2.91746
H -2.55567 6.27003 3.00655
H -3.85888 7.45394 2.86833
H -2.98902 5.01239 -0.40303
H -4.09265 4.55935 0.66873
C -0.13971 -4.16930 2.57313
O 1.15453 -4.30352 2.01034
C 2.08218 -5.02444 2.81414
C 1.93446 -6.55672 2.73673
C 0.74243 -7.10353 3.51745
N 1.84314 -7.01457 1.34523
H -0.10933 -4.05890 3.66132
H -0.76092 -5.02125 2.29037
H -0.60100 -3.27667 2.14755
H 3.07195 -4.76264 2.42345
H 2.05550 -4.66773 3.85087
H 2.83606 -6.99458 3.18208
H -0.20549 -6.95848 2.99677
H 0.85342 -8.18095 3.67262
H 0.66738 -6.63282 4.50186
H 2.69173 -6.73860 0.85767
H 1.11419 -6.46131 0.89217
```

Output
HOMO energy = -0.3309 Eh
lowest unoccupied orbital energy = -0.88 eV
gap between HOMO and LUMO = 0.29854 Eh
F_max = 6.14 eV Å⁻¹


Record 2
DFT (the ωB97M-V functional and the def2-TZVPD basis) results for a molecular structure, C23H56F3GaN7O4P2S2.

Structure (XYZ):
```
98
Properties=species:S:1:pos:R:3
O 2.35561 -5.75181 0.80748
C 1.16643 -6.59512 1.00081
C 1.39742 -7.90830 0.09336
Ga -0.38526 -8.84095 -0.44830
C -1.64491 -7.58854 -1.51359
C -0.98382 -7.05673 -2.90234
C -0.66166 -5.51070 -2.70572
S -0.60673 -4.50890 -4.26832
C 1.14731 -4.69122 -4.86394
S 1.52951 -6.19375 -5.54473
N 2.12936 -3.63305 -4.79843
C 2.02137 -2.81670 -3.55963
C 3.30445 -1.85426 -3.33186
O 4.55562 -2.56452 -3.48019
C 4.62535 -2.97230 -4.85530
C 3.50719 -4.10490 -5.07031
C 1.10277 -6.92542 2.56214
F 0.82039 -8.27269 2.81133
F 0.03377 -6.21445 3.17032
F 2.27736 -6.50946 3.21382
H 2.21734 -5.34160 -0.07207
H 0.24005 -6.00964 0.68720
H 2.07279 -8.63436 0.65197
H 1.87952 -7.53163 -0.86392
H -1.12046 -9.21933 0.95136
H -0.10549 -10.23593 -1.20297
H -2.62283 -8.14554 -1.71219
H -1.90293 -6.72258 -0.80896
H -1.75873 -7.27086 -3.70592
H -0.07494 -7.68925 -3.14867
H -1.41705 -5.03177 -2.01448
H 0.36755 -5.41247 -2.20915
H 1.12542 -2.10503 -3.61468
H 1.88675 -3.41412 -2.60493
H 3.27395 -0.94593 -4.02640
H 3.32376 -1.42178 -2.27342
H 5.61536 -3.48251 -5.12028
H 4.49045 -2.11995 -5.60154
H 3.82635 -5.00180 -4.44058
H 3.54575 -4.35549 -6.18749
O 0.43808 0.55810 -2.73103
P 0.70759 1.95526 -2.14093
N 0.84948 1.36867 -0.53640
C -0.25028 1.07387 0.35890
C 1.94373 0.42306 -0.33212
N -0.84279 2.57071 -2.54108
C -1.94813 2.75079 -1.62620
C -1.35500 2.18820 -3.85808
N 1.06936 3.55005 -1.47649
C 1.53282 3.88980 -0.14521
C 0.96193 4.71125 -2.35206
H 0.11697 0.85121 1.36803
H -0.85009 0.22200 0.01797
H -0.89632 1.93136 0.51339
H 2.89511 0.88781 -0.62186
H 1.81508 -0.49084 -0.92225
H 2.04930 0.13363 0.71502
H -2.34104 1.79529 -1.26588
H -2.77583 3.28366 -2.10646
H -1.66281 3.38285 -0.78142
H -1.82369 1.19879 -3.83823
H -0.54886 2.17113 -4.59446
H -2.08945 2.91381 -4.22006
H 0.70058 3.90126 0.56516
H 1.99420 4.88368 -0.11067
H 2.30558 3.20893 0.21200
H 0.06560 5.29371 -2.11053
H 0.90126 4.41470 -3.40038
H 1.83769 5.36613 -2.27159
O -1.73473 3.32207 2.81559
P -1.45446 4.69997 3.44087
N -1.30097 4.09960 5.04067
C -2.39013 3.80949 5.94640
C -0.21226 3.14084 5.22125
N -2.99503 5.34108 3.04168
C -4.09858 5.53451 3.95475
C -3.51115 4.97191 1.72220
N -1.06676 6.29590 4.08753
C -0.58698 6.64444 5.41196
C -1.16660 7.44968 3.20070
H -2.01175 3.57489 6.94918
H -3.00358 2.96682 5.60711
H -3.02509 4.67314 6.11502
H 0.73854 3.59898 4.92143
H -0.35835 2.23371 4.62475
H -0.09435 2.84170 6.26447
H -4.50710 4.58350 4.31046
H -4.91680 6.08194 3.47542
H -3.80492 6.15885 4.80223
H -3.99507 3.98966 1.73718
H -2.70408 4.94556 0.98686
H -4.23364 5.71009 1.36210
H -1.41165 6.67472 6.12945
H -0.11418 7.63281 5.42783
H 0.18035 5.95767 5.76957
H -2.05306 8.04597 3.44359
H -1.23983 7.14322 2.15597
H -0.28201 8.09376 3.26718
```

Output
HOMO energy = -0.1717 Eh
lowest unoccupied orbital energy = 0.19 eV
gap between HOMO and LUMO = 0.17869 Eh
net charge = -1
F_max = 7.39 eV Å⁻¹


Record 3
DFT (the ωB97M-V functional and the def2-TZVPD basis) results for a molecular structure, C23H56LuN4O2P3.

Structure (XYZ):
```
89
Properties=species:S:1:pos:R:3
Lu -0.15056 -0.51427 -0.33394
P -1.46102 -1.96879 -2.13958
P 3.43567 0.29238 -0.72609
N 0.63025 -2.49048 -0.14747
C -1.21916 -3.66111 -1.44132
H -2.08669 -3.90515 -0.81256
H -1.21548 -4.36518 -2.28567
C 0.07571 -3.77649 -0.59928
H -0.13986 -4.41961 0.27277
H 0.85170 -4.31316 -1.17829
C 2.06617 -2.40926 -0.39426
H 2.31277 -2.48572 -1.47651
H 2.50060 -3.32305 0.06359
C 2.86206 -1.21213 0.22655
H 3.82822 -1.65519 0.53241
H 2.38419 -0.90845 1.18205
C 3.82650 1.45194 0.65298
C 2.57834 1.82671 1.47177
H 2.17545 0.99560 2.06502
H 1.76863 2.21833 0.83821
H 2.83818 2.62051 2.18597
C 4.93188 -0.27127 -1.61582
C 5.27873 0.50116 -2.89908
H 6.25057 0.14246 -3.26001
H 5.35065 1.58524 -2.74344
H 4.55442 0.31697 -3.70228
C -1.77715 -1.87592 -3.93311
C -2.31126 -0.49990 -4.36670
H -2.24759 -0.41787 -5.45980
H -1.71190 0.32226 -3.95471
H -3.35749 -0.33330 -4.08219
C -2.94978 -1.34528 -1.17229
C -2.98506 0.20244 -1.13350
H -3.33215 0.55786 -0.14923
H -3.67569 0.59193 -1.89417
H -2.00633 0.70046 -1.33693
C 2.29001 1.32265 -1.77266
C 6.13208 -0.38794 -0.65903
H 5.92750 -1.04583 0.19687
H 6.97168 -0.83374 -1.20692
H 6.46468 0.58745 -0.27681
C -2.56623 -3.06407 -4.47658
H -2.67026 -2.96546 -5.56353
H -2.04083 -4.00575 -4.28676
H -3.57135 -3.13810 -4.04945
C -4.23243 -2.00752 -1.68139
H -5.06248 -1.79889 -0.98884
H -4.53368 -1.64882 -2.67475
H -4.13122 -3.10116 -1.72359
C 4.53983 2.71678 0.17252
H 3.87726 3.34190 -0.44211
H 4.83321 3.29624 1.05924
H 5.45992 2.50905 -0.38558
H 4.51426 0.86983 1.29142
H -2.79435 -1.70269 -0.13495
H 4.64399 -1.29499 -1.92202
H -0.75243 -1.95548 -4.33790
O 0.98438 0.96011 -1.36156
H 2.50915 1.29849 -2.85473
H 2.61418 2.39967 -1.81173
C -1.71493 3.17343 0.69343
N -1.36721 2.66858 2.03178
C -0.23869 3.38481 2.64972
P -1.62417 1.08636 2.38391
O -0.86049 0.10295 1.50371
N -1.06919 0.84149 3.90028
C -0.55684 -0.48778 4.27633
C -1.71648 1.57095 5.00071
N -3.23548 0.81412 2.13904
C -4.18854 1.83570 2.61735
C -3.71951 -0.56352 2.39459
H -2.76874 3.00222 0.44944
H -1.08107 2.72656 -0.09211
H -1.52851 4.25495 0.69648
H -0.59556 4.29219 3.15762
H 0.26107 2.74834 3.38526
H 0.48672 3.68478 1.88365
H 0.21857 -0.82320 3.57497
H -0.10902 -0.39711 5.27428
H -1.36118 -1.24284 4.31161
H -1.04704 1.52272 5.86794
H -1.87061 2.62494 4.74031
H -2.68668 1.12450 5.27657
H -3.80117 2.84254 2.42565
H -5.12497 1.70217 2.05879
H -4.39732 1.72652 3.69483
H -3.13149 -1.30463 1.83344
H -3.69380 -0.82195 3.46980
H -4.75807 -0.61622 2.03835
```

Output
HOMO energy = -0.4743 Eh
lowest unoccupied orbital energy = -4.33 eV
gap between HOMO and LUMO = 0.31511 Eh
net charge = +2
F_max = 1.87 eV Å⁻¹


Record 4
DFT (the ωB97M-V functional and the def2-TZVPD basis) results for 2 unconnected molecules or ions with the total composition C23H56NO3P2.

Structure (XYZ):
```
85
Properties=species:S:1:pos:R:3
C 4.09755 -5.72615 4.46827
C 2.86678 -5.48028 3.51417
N 2.83486 -4.22936 2.73834
P 3.55541 -2.80017 3.48936
C 2.43613 -2.83056 4.99405
C 1.73278 -1.38445 5.08650
O 0.36123 -1.59253 5.53549
C -0.53825 -1.24723 4.48236
C -0.58226 -2.30559 3.30860
C 4.38045 -1.19362 4.18579
O 5.74724 -1.20637 3.66605
O 6.64227 -0.81968 4.68244
H 4.08542 -6.81923 4.75294
H 5.03996 -5.51675 3.89675
H 4.06617 -5.14677 5.42814
H 2.83016 -6.33859 2.78250
H 1.92363 -5.56483 4.13675
H 3.06437 -4.34632 1.75392
H 3.07991 -2.02630 2.35940
H 4.88500 -3.30636 3.36205
H 3.06830 -2.92347 5.92390
H 1.58162 -3.54747 4.96461
H 1.63642 -0.90770 4.06646
H 2.21358 -0.71640 5.84141
H -0.37445 -0.19940 4.08488
H -1.57436 -1.22690 4.93083
H -1.13908 -1.80845 2.45726
H 0.42846 -2.61576 2.93225
H -1.19067 -3.20943 3.59088
H 3.92897 -0.24279 3.77437
H 4.49510 -1.18853 5.30243
H 7.42796 -0.52388 4.19028
C -3.60590 -0.81959 -5.21742
C -2.13586 -0.73983 -4.82532
C -1.88920 -1.00425 -3.33987
C -2.26470 0.13887 -2.38695
P -1.12231 1.49796 -2.19825
C 0.51145 0.78887 -1.87582
C 0.69606 -0.29791 -0.81193
C 0.69597 0.12820 0.65864
C 1.60828 1.30284 0.98607
C -1.51500 2.43972 -0.73695
C -2.87448 3.11347 -0.53105
C -3.10887 4.46390 -1.20799
C -1.93457 5.43332 -1.14519
C -0.81458 2.47133 -3.66367
C -1.80053 3.45264 -4.30288
C -3.20686 2.93362 -4.61855
C -3.40931 2.62077 -6.09705
H -4.21853 -0.10943 -4.65616
H -3.72642 -0.60205 -6.27898
H -4.00091 -1.82179 -5.03482
H -1.72841 0.22818 -5.12251
H -1.59085 -1.49027 -5.40501
H -0.83326 -1.25493 -3.20722
H -2.45118 -1.89580 -3.04929
H -2.34825 -0.30273 -1.38596
H -3.26998 0.50479 -2.60612
H 1.20883 1.61358 -1.70200
H 0.82702 0.35267 -2.83058
H 1.66081 -0.77624 -1.00774
H -0.05827 -1.07931 -0.94329
H 1.01876 -0.73002 1.25587
H -0.32141 0.34217 0.99659
H 2.64407 1.08160 0.71803
H 1.57607 1.51427 2.05665
H 1.30524 2.21560 0.46801
H -0.70088 3.13784 -0.52752
H -1.46650 1.70476 0.07077
H -2.98964 3.27526 0.54528
H -3.67603 2.42509 -0.81803
H -3.97379 4.93778 -0.73631
H -3.40607 4.30452 -2.24468
H -1.68832 5.67946 -0.10903
H -2.18760 6.36019 -1.66274
H -1.03784 5.03244 -1.62399
H -0.46623 1.78590 -4.44251
H 0.07451 3.06734 -3.41879
H -1.34150 3.83686 -5.21871
H -1.88005 4.32840 -3.65841
H -3.93693 3.70352 -4.35272
H -3.45485 2.06142 -4.01350
H -3.34222 3.53158 -6.69524
H -4.39823 2.18864 -6.26158
H -2.66140 1.91613 -6.46707
```

Output
HOMO energy = -0.3759 Eh
lowest unoccupied orbital energy = -2.14 eV
gap between HOMO and LUMO = 0.29740 Eh
net charge = +1
F_max = 1.88 eV Å⁻¹


Record 5
DFT (the ωB97M-V functional and the def2-TZVPD basis) results for a molecular structure, C23H57BrCaCl6N4NaO12P2.

Structure (XYZ):
```
107
Properties=species:S:1:pos:R:3
C 5.51083 -2.93741 -2.67409
C 4.48696 -2.22625 -3.56717
P 3.87808 -0.69115 -2.73876
C 4.94458 0.68036 -3.40459
N 2.24814 -0.34707 -3.26387
C 1.29033 -0.34772 -2.16549
C 0.75035 -1.74715 -1.75152
N 1.21327 -2.86668 -2.63090
C 1.25133 -2.54743 -4.08317
C 1.83495 -1.13525 -4.39751
H 6.55677 -2.70950 -2.92585
H 5.29486 -4.04347 -2.79983
H 5.29525 -2.55173 -1.62354
H 4.95608 -1.98701 -4.54540
H 3.71199 -2.97905 -3.73894
H 5.77006 0.75919 -2.69748
H 5.32578 0.41569 -4.40528
H 4.38370 1.61757 -3.44699
H 1.70831 0.12756 -1.27878
H 0.44975 0.28693 -2.47718
H -0.33376 -1.69737 -1.63945
H 1.14508 -1.96596 -0.75453
H 2.11319 -3.28698 -2.28520
H 0.52633 -3.61531 -2.52108
H 0.28301 -2.69748 -4.56311
H 1.91808 -3.28690 -4.54131
H 2.67894 -1.14327 -5.10947
H 1.02151 -0.56228 -4.89504
Cl 5.85097 -0.87343 -0.83717
Na 3.04933 -0.50239 -6.68363
O -0.66184 3.97763 -0.45064
Cl -0.22218 2.71771 -0.99307
O -0.60923 1.64357 -0.10829
O 1.21788 2.72279 -1.13559
O -0.83107 2.50769 -2.29789
C -5.26199 2.39127 3.11381
C -5.61485 3.86459 3.14407
N -4.68753 4.71558 3.98588
C -4.71505 4.18442 5.39462
C -5.23980 6.12217 4.09162
C -5.31342 6.93128 2.80709
C -3.23023 4.66407 3.55118
C -2.91319 4.96513 2.10043
O -3.52324 4.02739 1.25058
C -3.66775 4.49116 -0.08739
H -5.41169 1.91579 4.08305
H -5.92252 1.88743 2.40900
H -4.23938 2.20622 2.79262
H -6.61318 3.99383 3.56862
H -5.63177 4.27570 2.14188
H -5.75001 4.13640 5.72473
H -4.14300 4.86106 6.02421
H -4.25691 3.20104 5.41400
H -4.62447 6.64602 4.82188
H -6.24227 6.01316 4.50500
H -4.36485 7.41429 2.58682
H -6.03164 7.74055 2.94341
H -5.63389 6.35743 1.93992
H -2.88603 3.65736 3.78654
H -2.69696 5.36216 4.19652
H -1.82600 4.88118 1.97603
H -3.18188 5.98429 1.82355
H -2.94733 5.26916 -0.33488
H -4.68503 4.87223 -0.22711
H -3.51567 3.64673 -0.75653
C -7.02640 3.92303 -3.08903
N -6.60750 4.97853 -2.12842
O -5.62907 5.63546 -2.40543
O -7.28074 5.10636 -1.12411
H -6.33832 3.92566 -3.92626
H -6.99598 2.97295 -2.56365
H -8.03553 4.15895 -3.41387
O 1.20542 -6.90849 3.59706
P 2.22252 -6.25098 2.72192
O 1.86900 -6.85209 1.22525
C 0.53005 -6.94432 0.76645
C 0.17369 -5.77233 -0.13409
O 3.55235 -7.11750 3.09215
C 3.62711 -7.86000 4.30929
C 3.26033 -9.31173 4.07300
O 3.23850 -5.10361 2.11671
C 2.69623 -3.90670 1.56623
C 1.65458 -3.25619 2.45563
H -0.17905 -7.01075 1.59379
H 0.45580 -7.87232 0.19611
H 0.12560 -4.84217 0.44003
H -0.80246 -5.92862 -0.60115
H 0.92749 -5.64517 -0.91708
H 2.99969 -7.41248 5.07918
H 4.65826 -7.79635 4.66187
H 2.31912 -9.40353 3.53126
H 3.17405 -9.84931 5.01866
H 4.02294 -9.79999 3.46368
H 2.30454 -4.11309 0.56836
H 3.52906 -3.21420 1.43141
H 0.80932 -3.93149 2.64443
H 1.26482 -2.34810 1.99287
H 2.08252 -2.99580 3.42430
C 6.32366 3.40302 -6.05799
Cl 7.00534 4.63866 -7.16352
Cl 4.75330 3.94583 -5.44684
Cl 6.11855 1.84720 -6.92451
Cl 7.52053 3.18720 -4.63035
O -0.65514 1.86028 4.05726
H -1.25433 2.33260 3.46596
Ca 9.25844 4.75783 -4.70159
Br 3.88556 -4.61385 -1.60422
```

Output
HOMO energy = -0.2656 Eh
lowest unoccupied orbital energy = -5.84 eV
gap between HOMO and LUMO = 0.05092 Eh
net charge = +1
F_max = 7.11 eV Å⁻¹